DFT (ωB97M-V/def2-TZVPD) results for a structure of composition C17H38BrN9O4P2S3SbTi.

Structure (XYZ):
```
76
Properties=species:S:1:pos:R:3:lowdin_spin:R:1
Ti -0.39 0.57 -1.10 0.962
S 2.35 1.82 -5.03 0.006
Sb 1.84 -0.04 -3.75 0.020
S 2.26 0.65 -1.45 -0.015
S -0.64 0.04 -3.38 -0.010
C -0.85 -3.66 0.64 0.000
N 0.45 -3.17 1.06 0.000
C 1.21 -4.08 1.90 0.000
P 1.26 -2.01 0.20 0.000
O 0.24 -1.39 -0.69 0.001
O 1.87 -1.04 1.33 0.000
P 1.36 0.42 1.82 0.002
O 0.20 0.87 1.01 0.014
N 2.63 1.42 1.79 0.001
C 2.58 2.70 1.09 0.000
C 3.96 0.94 2.11 0.000
N 0.99 0.16 3.40 0.000
C 0.03 -0.89 3.73 0.000
C 1.66 0.77 4.53 0.000
N 2.59 -2.73 -0.40 0.000
C 2.32 -3.73 -1.43 0.000
C 3.92 -2.12 -0.50 0.000
H -1.45 -3.89 1.52 0.000
H -0.76 -4.58 0.05 0.000
H -1.36 -2.91 0.05 0.000
H 0.60 -4.37 2.75 0.000
H 2.11 -3.59 2.27 0.000
H 1.52 -4.98 1.36 0.000
H 1.58 2.89 0.72 0.000
H 3.26 2.67 0.24 0.000
H 2.88 3.50 1.78 0.000
H 3.92 0.01 2.68 0.000
H 4.49 1.69 2.72 0.000
H 4.53 0.77 1.20 0.000
H -0.42 -1.30 2.83 0.000
H -0.76 -0.48 4.36 0.000
H 0.52 -1.71 4.27 0.000
H 2.26 1.61 4.21 0.000
H 2.30 0.05 5.05 0.000
H 0.91 1.13 5.24 0.000
H 1.32 -4.16 -1.29 0.000
H 3.06 -4.53 -1.35 0.000
H 2.36 -3.29 -2.43 0.000
H 4.05 -1.38 0.28 0.000
H 4.05 -1.63 -1.46 0.000
H 4.66 -2.92 -0.38 0.000
C -3.88 -1.61 -3.80 0.001
N -4.21 -1.14 -2.46 0.001
C -5.54 -0.56 -2.24 0.000
C -3.23 -0.84 -1.64 0.004
N -2.34 -0.70 -0.91 0.008
H -4.50 -2.47 -4.05 0.000
H -2.82 -1.87 -3.84 0.001
H -4.05 -0.81 -4.53 0.000
H -6.29 -1.32 -2.45 0.000
H -5.69 0.29 -2.90 0.000
H -5.63 -0.24 -1.21 0.000
N 0.04 3.17 -3.65 0.000
C 0.54 3.10 -2.40 0.000
N 1.74 3.67 -2.17 -0.001
O -0.10 2.59 -1.43 0.000
H 0.77 3.11 -4.36 0.000
H -0.66 2.46 -3.80 0.000
H 2.33 3.68 -3.00 0.000
H 2.20 3.19 -1.42 0.000
Br -3.19 3.00 -2.45 0.001
C -3.13 2.89 -0.57 0.001
C -3.87 3.82 0.16 0.000
C -3.90 3.68 1.53 0.000
C -3.21 2.63 2.11 0.000
C -2.47 1.79 1.30 0.001
N -2.40 1.93 -0.03 0.003
H -4.40 4.61 -0.36 0.000
H -4.46 4.38 2.14 0.000
H -3.22 2.46 3.18 0.000
H -1.90 0.98 1.71 0.000
```

Calculated values
E_tot, hartree: -7005.7206
E_LUMO (alpha / beta), eV: 0.2 / 0.2
Energy above the lowest of the compared OMol25 structures with the same formula, charge and spin, kJ/mol: 1.4
E_HOMO (alpha / beta), eV: -5.886 / -6.002
2S+1: 2
Orbital gap (alpha / beta), eV: 6.0 / 6.2

***

DFT (ωB97M-V/def2-TZVPD) results for a structure of composition C17H38Cl2GaO4S.

Structure (XYZ):
```
63
Properties=species:S:1:pos:R:3:lowdin_charge:R:1
C 0.71 -3.27 -0.64 -0.148
C 0.21 -4.48 -1.49 -0.246
C -0.34 -4.06 -2.90 -0.215
C -1.90 -4.06 -2.96 -0.205
C -2.48 -2.60 -3.06 -0.227
C -4.01 -2.54 -2.77 -0.211
C -4.42 -2.66 -1.25 -0.209
C -3.26 -2.51 -0.23 -0.313
C -3.84 -2.39 1.24 -0.300
Ga -2.30 -2.53 2.60 0.131
Cl -2.95 -3.76 4.45 -0.101
C -1.56 -0.67 3.17 -0.324
C -2.31 0.48 2.41 -0.336
C -1.87 1.91 2.84 -0.227
C -0.49 2.38 2.29 -0.258
S -0.11 1.88 0.58 0.431
O -1.26 2.05 -0.34 -0.360
O 1.01 2.77 0.12 -0.411
Cl 0.54 -0.07 0.61 0.467
H 0.12 -2.37 -0.91 0.022
H 0.57 -3.46 0.44 0.027
H 1.79 -3.06 -0.83 0.068
H 1.07 -5.17 -1.65 0.092
H -0.57 -5.05 -0.96 0.094
H 0.07 -4.78 -3.64 0.093
H 0.06 -3.07 -3.20 0.105
H -2.17 -4.56 -3.91 0.100
H -2.37 -4.62 -2.13 0.098
H -2.35 -2.32 -4.13 0.104
H -1.90 -1.88 -2.47 0.093
H -4.38 -1.59 -3.22 0.096
H -4.51 -3.35 -3.35 0.097
H -5.14 -1.84 -1.04 0.099
H -4.95 -3.62 -1.13 0.103
H -2.62 -3.42 -0.24 0.075
H -2.64 -1.61 -0.39 0.094
H -4.55 -3.23 1.36 0.040
H -4.39 -1.42 1.29 0.036
H -1.14 -3.39 1.88 -0.060
H -0.46 -0.62 3.10 0.000
H -1.84 -0.57 4.25 0.038
H -3.38 0.38 2.69 0.101
H -2.28 0.31 1.32 0.065
H -2.66 2.66 2.64 0.107
H -1.77 1.89 3.95 0.111
H -0.51 3.49 2.26 0.104
H 0.36 2.13 2.94 0.105
C 3.68 3.67 -0.30 -0.116
O 4.82 4.02 -1.09 -0.192
C 4.96 5.42 -1.28 -0.212
C 6.02 5.99 -0.36 -0.208
O 5.63 5.91 1.01 -0.193
C 6.25 4.83 1.68 -0.116
H 3.78 2.63 -0.02 0.089
H 3.62 4.28 0.60 0.086
H 2.77 3.79 -0.89 0.070
H 4.00 5.92 -1.13 0.126
H 5.27 5.57 -2.31 0.121
H 6.14 7.06 -0.59 0.120
H 6.98 5.50 -0.52 0.123
H 7.30 5.07 1.89 0.085
H 6.18 3.90 1.12 0.085
H 5.73 4.69 2.63 0.088
```

Calculated values
Net charge: -1
E_tot, hartree: -4214.8441
E_LUMO, eV: 2.1
Energy above the lowest of the compared OMol25 structures with the same formula, charge and spin, kJ/mol: 115.4
E_HOMO, eV: -5.126
Orbital gap, eV: 7.2

***

DFT (ωB97M-V/def2-TZVPD) results for a cluster of 3 separate species, C17H38ClNO4S in total.

Structure (XYZ):
```
62
Properties=species:S:1:pos:R:3:lowdin_charge:R:1
N 0.70 -1.25 1.58 0.117
C 0.20 -0.19 0.61 -0.304
O 0.19 -0.53 -0.70 -0.038
O -0.19 1.15 1.08 -0.127
C -1.54 1.52 0.62 -0.171
C -2.61 1.07 1.79 -0.160
C -4.16 0.95 1.29 -0.208
C -4.88 -0.50 1.56 -0.287
S -3.94 -1.99 0.92 0.504
O -2.75 -2.45 1.80 -0.431
O -3.54 -1.83 -0.60 -0.418
Cl -5.31 -3.62 0.94 0.306
H 0.39 -2.20 1.25 0.102
H 0.34 -1.09 2.55 0.090
H -1.53 2.71 0.51 0.148
H -1.84 1.09 -0.42 0.139
H -2.51 1.89 2.66 0.131
H -2.22 0.06 2.26 0.104
H -4.31 1.29 0.15 0.138
H -4.79 1.75 1.92 0.131
H -5.92 -0.47 0.98 0.130
H -5.13 -0.66 2.71 0.136
C -2.08 -3.96 -2.43 -0.117
C -0.63 -3.68 -2.07 -0.265
C 0.27 -3.50 -3.29 -0.223
C 0.39 -4.73 -4.20 -0.231
C 0.89 -6.01 -3.51 -0.277
C 2.30 -5.87 -2.96 -0.119
H -2.19 -4.89 -2.99 0.066
H -2.68 -4.05 -1.52 0.049
H -2.49 -3.15 -3.04 0.079
H -0.25 -4.48 -1.42 0.100
H -0.59 -2.76 -1.47 0.078
H 1.27 -3.21 -2.95 0.102
H -0.10 -2.67 -3.89 0.112
H 1.06 -4.49 -5.03 0.107
H -0.59 -4.94 -4.66 0.099
H 0.88 -6.82 -4.25 0.103
H 0.21 -6.31 -2.71 0.098
H 3.01 -5.62 -3.76 0.075
H 2.62 -6.82 -2.51 0.068
H 2.36 -5.10 -2.19 0.066
C 2.71 2.42 2.21 -0.108
C 1.69 3.54 2.11 -0.273
C 1.90 4.44 0.89 -0.225
C 3.23 5.20 0.86 -0.227
C 3.49 6.10 2.07 -0.275
C 2.47 7.22 2.22 -0.118
H 3.73 2.80 2.32 0.067
H 2.50 1.79 3.08 0.072
H 2.68 1.78 1.31 0.074
H 1.70 4.13 3.03 0.100
H 0.69 3.09 2.04 0.078
H 1.07 5.15 0.83 0.099
H 1.83 3.83 -0.02 0.112
H 3.26 5.81 -0.05 0.109
H 4.05 4.49 0.77 0.101
H 4.49 6.55 1.96 0.105
H 3.52 5.51 2.99 0.098
H 2.46 7.85 1.33 0.075
H 2.73 7.85 3.08 0.069
H 1.46 6.83 2.38 0.064
```

Calculated values
E_tot, hartree: -1884.4755
E_LUMO, eV: -1.1
E_HOMO, eV: -10.181
Orbital gap, eV: 9.1
Structure (SMILES): NC(=O)OCCCCS(=O)(=O)Cl.CCCCCC.CCCCCC